[1]
C2H4ClIO | ωB97M-V/def2-TZVPD

Atoms and positions in Å:
C1 0.89875 -0.79659 0.25574
C2 -0.33104 1.16138 -0.33318
O1 0.71217 0.38027 -0.50185
Cl1 -2.22299 -1.29147 0.47951
I1 -0.73911 2.42412 -1.87306
H1 0.57204 -0.42043 1.25174
H2 1.99878 -1.14551 0.21619
H3 0.09868 -1.52651 -0.04326
H4 -0.98729 1.21474 0.54816

Output
Highest occupied orbital energy (eV): -8.5
Calculated total energy (Eh): -911.6138
Charge: 0
Energy above the lowest of the compared OMol25 structures with the same formula, charge and spin (kJ/mol): 181.8


[2]
C2H4ClN | ωB97M-V/def2-TZVPD

Atoms and positions in Å:
C1 -1.04262 0.56391 -0.17837
C2 1.12956 -0.53132 0.03224
N1 -0.45759 -0.51272 0.15474
Cl1 1.80417 0.90354 -0.79674
H1 -2.13662 0.55799 0.05050
H2 -0.84404 1.51924 -0.83552
H3 1.31720 -1.44428 -0.66864
H4 1.44674 -0.79892 1.06570

Output
Highest occupied orbital energy (eV): -10.1
SMILES string: C=NCCl
Calculated total energy (Eh): -593.4922
Charge: 0
Energy above the lowest of the compared OMol25 structures with the same formula, charge and spin (kJ/mol): 128.6


[3]
C2H4ClN | ωB97M-V/def2-TZVPD

Atoms and positions in Å:
C1 -1.36192 0.27306 0.03523
C2 1.08980 -0.72425 -0.11525
N1 0.06476 0.12656 -0.08187
Cl1 2.56967 0.13292 0.00858
H1 -2.13585 -0.44442 0.39396
H2 -1.70141 1.30054 -0.24289
H3 0.91589 -1.79577 0.05313
H4 0.55907 1.13137 -0.05088

Output
Highest occupied orbital energy (spin up / spin down) (eV): -5.6 / -10.9
Spin multiplicity: 3
<S²>: 2.0076
Calculated total energy (Eh): -593.3763
Charge: 0
Energy above the lowest of the compared OMol25 structures with the same formula, charge and spin (kJ/mol): 40.6


[4]
C2H4ClN2 | ωB97M-V/def2-TZVPD

Atoms and positions in Å:
C1 -0.88943 1.90942 -0.31704
C2 -0.68120 -0.42987 0.39314
N1 -0.80183 0.77400 0.19707
N2 -0.62843 -1.61275 0.45015
Cl1 2.12556 -1.35364 -0.40352
H1 -0.57885 2.09694 -1.22780
H2 -1.22870 2.78155 0.37519
H3 -0.70589 -2.25895 1.16755
H4 3.38876 -1.90669 -0.63473

Output
Highest occupied orbital energy (eV): -15.2
Calculated total energy (Eh): -647.9414
Charge: +1
Energy above the lowest of the compared OMol25 structures with the same formula, charge and spin (kJ/mol): 164.3


[5]
C2H4ClN2 | ωB97M-V/def2-TZVPD

Atoms and positions in Å:
C1 -0.45253 0.18582 -0.68046
C2 0.30377 -0.93795 -0.37315
N1 -0.27944 1.29409 0.25859
N2 0.04131 1.77577 1.34142
Cl1 -1.62106 0.21212 -1.78400
H1 0.61671 -1.43388 -1.31115
H2 1.31853 -0.60048 0.03919
H3 -0.02932 -1.56944 0.44680
H4 0.10201 1.07395 2.06277

Output
Highest occupied orbital energy (spin up / spin down) (eV): -15.0 / -15.4
SMILES string: CC(Cl)=[N+]=N
Calculated total energy (Eh): -647.8733
Charge: +1
Energy above the lowest of the compared OMol25 structures with the same formula, charge and spin (kJ/mol): 343.1


[6]
C2H4ClO2PS | ωB97M-V/def2-TZVPD

Atoms and positions in Å:
C1 -0.05345 1.20724 0.11259
C2 -0.85969 0.09588 0.82366
O1 0.91940 0.56754 -0.69274
O2 -0.15563 -1.11465 0.63020
P1 0.91572 -1.02489 -0.55494
S1 2.56575 -1.99033 -0.39455
Cl1 -0.32834 -1.67169 -2.52524
H1 -0.69223 1.82149 -0.52389
H2 0.47933 1.84345 0.82481
H3 -0.92972 0.26804 1.90117
H4 -1.86116 -0.00208 0.39894

Output
Highest occupied orbital energy (spin up / spin down) (eV): -6.3 / -10.2
Spin multiplicity: 3
<S²>: 2.0066
Calculated total energy (Eh): -1428.7469
Charge: 0
Energy above the lowest of the compared OMol25 structures with the same formula, charge and spin (kJ/mol): 0.0


[7]
C2H4ClO2S | ωB97M-V/def2-TZVPD

Atoms and positions in Å:
C1 0.14895 -0.21566 -0.19664
C2 -1.01079 -0.50935 0.80564
O1 -2.34520 -1.05052 -1.31560
O2 -1.44993 -1.87764 0.77402
S1 -2.57454 -0.75800 0.07937
Cl1 -3.67794 1.34921 -0.03500
H1 1.01538 -0.77996 0.19530
H2 0.39390 0.82157 -0.31776
H3 -0.32248 -0.57106 -1.15170
H4 -0.87656 -0.24470 1.90219

Output
Highest occupied orbital energy (eV): -4.2
Calculated total energy (Eh): -1087.4749
Charge: -1
Energy above the lowest of the compared OMol25 structures with the same formula, charge and spin (kJ/mol): 38.7


[8]
C2H4ClO4P | ωB97M-V/def2-TZVPD

Atoms and positions in Å:
C1 0.22077 0.02310 0.20909
C2 0.30510 -0.67178 -1.01538
O1 -2.55912 0.12179 0.76756
O2 -1.25156 2.24584 1.07410
O3 -1.59981 1.53162 -1.29557
O4 0.26570 -0.65583 -2.13994
P1 -1.45643 1.14994 0.13307
Cl1 8.88815 -1.08721 0.57099
H1 1.08087 0.69790 0.11701
H2 0.13038 -0.46684 1.16081
H3 -1.69108 -2.07120 -0.06146
H4 -2.33297 -0.81733 0.47972

Output
Highest occupied orbital energy (spin up / spin down) (eV): -2.1 / -2.1
Calculated total energy (Eh): -1181.1644
Charge: -2
Energy above the lowest of the compared OMol25 structures with the same formula, charge and spin (kJ/mol): 394.4


[9]
C2H4ClOP | ωB97M-V/def2-TZVPD

Atoms and positions in Å:
C1 0.85791 -0.75006 0.42318
C2 -0.21818 0.01007 0.12653
O1 -2.62922 0.72023 -0.56498
P1 -1.73502 -0.60716 -0.54269
Cl1 3.52796 0.12459 -0.50506
H1 0.91032 -1.78274 0.12395
H2 1.69189 -0.36008 0.97977
H3 -0.20210 1.06799 0.39256
H4 -2.20357 1.57716 -0.43326

Output
Highest occupied orbital energy (spin up / spin down) (eV): -7.9 / -9.5
Calculated total energy (Eh): -955.2956
Charge: 0
Energy above the lowest of the compared OMol25 structures with the same formula, charge and spin (kJ/mol): 290.0


[10]
C2H4ClOP | ωB97M-V/def2-TZVPD

Atoms and positions in Å:
C1 -0.30689 -0.15933 1.34586
C2 -0.07276 -0.30316 -1.59587
O1 -0.76509 0.47900 -0.65690
P1 0.52534 1.21141 1.73464
Cl1 1.48890 0.99974 3.51352
H1 -1.17862 -0.80481 1.38262
H2 1.02917 -0.12084 -1.54395
H3 -0.30311 0.05285 -2.52885
H4 -0.41695 -1.35487 -1.65106

Output
Highest occupied orbital energy (spin up / spin down) (eV): -9.5 / -9.8
Calculated total energy (Eh): -955.2223
Charge: 0
Energy above the lowest of the compared OMol25 structures with the same formula, charge and spin (kJ/mol): 482.6


[11]
C2H4ClOP | ωB97M-V/def2-TZVPD

Atoms and positions in Å:
C1 1.57879 0.29401 -0.09128
C2 -1.07826 0.01303 -0.21025
O1 2.65142 -0.26278 -0.11856
P1 0.26739 0.14492 1.25793
Cl1 -2.79432 -0.38523 0.25386
H1 1.20968 1.07659 -0.88266
H2 -0.93609 -0.64669 -1.07615
H3 -1.06755 0.99446 -0.70715
H4 0.16894 -1.22833 1.57425

Output
Highest occupied orbital energy (eV): -9.7
SMILES string: O=CPCCl
Calculated total energy (Eh): -955.3311
Charge: 0
Energy above the lowest of the compared OMol25 structures with the same formula, charge and spin (kJ/mol): 196.9


[12]
C2H4ClPS | ωB97M-V/def2-TZVPD

Atoms and positions in Å:
C1 -1.95242 0.07663 0.16877
C2 -2.55308 1.04786 -0.25174
P1 1.93128 -0.57057 0.02321
S1 1.70301 -1.35351 1.74910
Cl1 -3.46827 2.11330 -1.10335
H1 -1.46187 -0.50809 0.92699
H2 2.20569 0.86436 -0.11849
H3 2.73887 -1.36693 -0.74480
H4 0.85681 -0.30305 -0.64968

Output
Highest occupied orbital energy (eV): -9.2
SMILES string: [PH3]=S.C#CCl
Calculated total energy (Eh): -1278.2073
Charge: 0
Energy above the lowest of the compared OMol25 structures with the same formula, charge and spin (kJ/mol): 210.6


> The lowest calculated total energy belongs to which entry?

C2H4ClO2PS


> Among the records above, which one has the lowest calculated total energy?

C2H4ClO2PS